# 1
# C8H16Br4O4Sr

A structure of composition C8H16Br4O4Sr at a distorted geometry (wB97M-V/def2-TZVPD, the OMol25 dataset).

Each line ends with the Mulliken charge.
Positions of all 33 atoms, in Å:
Sr 0.482 -1.230 -0.693  1.3783
O -0.399 4.269 -0.225  -0.9339
C -1.497 3.679 -0.838  -0.5678
C -1.549 2.067 -0.628  -0.2857
O -0.398 1.142 -0.803  -0.5863
H -1.331 3.915 -1.890  0.1643
H -2.486 4.105 -0.672  0.2755
H -2.381 1.636 -1.185  -0.0793
H -1.907 1.984 0.398  0.2726
O 2.406 -2.837 -0.264  -0.9313
C 3.548 -2.117 0.133  -0.5027
C 3.517 -0.605 0.692  -0.4309
O 2.402 0.218 0.527  -0.6347
H 4.217 -2.156 -0.727  0.2758
H 3.975 -2.791 0.876  0.2101
H 4.342 -0.183 0.117  0.2724
H 3.793 -0.527 1.743  0.1386
Br -0.987 -1.450 -3.085  -0.1861
C -2.160 -0.015 -3.627  -0.4936
C -3.488 -0.319 -2.959  -0.7745
Br -4.383 -1.784 -3.948  -0.2257
H -2.306 -0.049 -4.706  0.4346
H -1.727 0.977 -3.494  0.3440
H -4.124 0.563 -3.035  0.4268
H -3.248 -0.482 -1.909  0.4372
Br 1.024 1.085 3.344  -0.0701
C 1.400 -0.680 4.019  -0.4003
C 0.106 -1.541 3.849  -0.6497
Br -0.656 -1.664 1.940  -0.1130
H 1.737 -0.656 5.055  0.3741
H 2.271 -0.933 3.415  0.1220
H -0.671 -1.088 4.465  0.4003
H 0.478 -2.531 4.114  0.3392

Total charge   -2
Orbital gap   2.76 eV
Energy relative to the best compared isomer or geometry (same formula, charge and spin)   266.1 kJ/mol



# 2
# C8H16CaN2PS

A structure of composition C8H16CaN2PS at a distorted geometry (wB97M-V/def2-TZVPD, the OMol25 dataset).

Each line ends with the Mulliken charge.
Positions of all 29 atoms, in Å:
C -1.484 -2.609 -1.407  -0.0230
C -2.137 -3.681 -2.056  -0.9574
C -3.533 -3.620 -1.766  -0.2956
C -3.784 -2.494 -0.926  -0.9455
C -2.563 -1.834 -0.662  -0.0353
Ca 0.465 -0.431 0.713  0.1214
P 2.331 -2.438 0.438  -0.2412
H -0.420 -2.355 -1.449  0.2071
H -1.652 -4.433 -2.675  0.3436
H -4.285 -4.317 -2.129  0.3620
H -2.411 -0.918 -0.081  0.1150
H -4.758 -2.193 -0.544  0.3346
H 3.436 -2.306 -0.476  0.1013
H 1.963 -3.783 0.075  0.0947
H 3.112 -2.784 1.598  0.1508
C 2.621 3.370 0.266  -0.8860
N 1.272 3.280 -0.353  -0.3904
C 0.439 2.261 -0.059  0.4172
S -0.229 1.197 -1.225  -0.6009
N 0.192 1.988 1.303  -0.0478
C 0.468 3.008 2.347  -1.1583
H 2.938 2.415 0.713  0.1998
H 2.628 4.159 1.026  0.2181
H 3.334 3.638 -0.521  0.3905
H 1.278 3.493 -1.356  0.2848
H -0.795 1.661 1.364  0.2782
H -0.254 2.849 3.149  0.3572
H 1.474 2.854 2.744  0.2925
H 0.354 4.022 1.949  0.3127

Total charge   -1
Orbital gap (spin up / spin down)   4.59 / 4.20 eV



# 3
# C8H16ClN4

The ion C8H16ClN4 with charge +1 at a distorted geometry (wB97M-V/def2-TZVPD, the OMol25 dataset).

Each line ends with the Mulliken charge.
Positions of all 29 atoms, in Å:
C -1.271 1.864 -0.632  -0.2103
C 0.312 1.642 1.173  0.4587
C -2.484 1.556 -0.194  -0.3259
C -0.561 -0.706 0.975  0.5290
C -1.614 -1.495 1.561  -1.3614
C 0.797 -0.860 -2.566  -1.5276
C 2.361 -1.176 -0.605  -1.5713
C 0.995 -0.517 -1.011  0.4480
N -0.261 2.325 0.214  -0.5395
N -0.163 0.369 1.630  -0.0553
N 1.474 2.047 1.810  -0.4614
N -0.084 -1.130 -0.220  0.0206
Cl -3.771 0.974 -1.252  -0.1452
H -0.896 2.004 -1.666  0.4104
H -2.819 1.575 0.788  0.4537
H -2.478 -1.043 1.201  0.3540
H -1.719 -1.465 2.690  0.3973
H -1.801 -2.629 1.128  0.3183
H -0.191 -0.584 -2.956  0.3962
H 1.620 -0.428 -3.126  0.4171
H 1.037 -1.935 -2.593  0.4324
H 2.188 -2.227 -0.436  0.4158
H 2.913 -0.681 0.212  0.3210
H 3.006 -1.226 -1.404  0.5086
H 0.991 0.528 -0.833  0.2046
H -0.324 0.276 2.609  0.2701
H 1.826 2.981 1.417  0.2964
H 1.511 1.843 2.778  0.2287
H -0.594 -1.881 -0.693  0.3171

Structure (SMILES)   C/C(N/C(N)=N\C=C\Cl)=[NH+]/C(C)C
Total charge   +1
Orbital gap   8.70 eV
Energy relative to the best compared isomer or geometry (same formula, charge and spin)   0.0 kJ/mol



# 4
# C8H16FN2O

A structure of composition C8H16FN2O at a distorted geometry (wB97M-V/def2-TZVPD, the OMol25 dataset).

Each line ends with the Mulliken charge.
Positions of all 28 atoms, in Å:
C -0.303 -1.113 -0.010  0.2445
C 1.399 1.186 -0.364  -1.0238
C 1.871 -0.114 0.342  0.6764
C -0.936 0.677 -0.352  0.5774
C 3.110 -0.796 -0.306  -1.6093
C -1.410 0.707 -1.761  -1.3856
C -1.620 0.802 2.117  -1.6159
C -2.132 0.830 0.673  0.4281
N 0.932 -1.217 0.281  -0.0635
N -1.149 -2.092 -0.182  -0.3363
O 0.065 1.516 0.058  -0.3900
F -3.100 -0.169 0.371  -0.3778
H 1.893 2.012 -0.077  0.4269
H 1.599 0.986 -1.363  0.4257
H 2.158 0.005 1.329  0.2696
H 3.047 -0.670 -1.324  0.4140
H 3.223 -1.845 -0.008  0.4374
H 4.166 -0.414 -0.199  0.3518
H -2.053 1.647 -1.935  0.3277
H -1.887 -0.121 -2.005  0.3986
H -0.458 0.838 -2.342  0.3796
H -0.698 1.327 1.950  0.4023
H -1.617 -0.151 2.379  0.4206
H -2.223 1.309 2.730  0.4804
H -2.454 1.866 0.541  0.4769
H 1.540 -1.997 0.322  0.1750
H -2.082 -1.958 -0.509  0.2195
H -0.881 -3.052 -0.355  0.2701

Total charge   +1
Orbital gap   11.65 eV
Energy relative to the best compared isomer or geometry (same formula, charge and spin)   76.2 kJ/mol



# 5
# C8H16IrN3O5PS3

A structure of composition C8H16IrN3O5PS3 (wB97M-V/def2-TZVPD, the OMol25 dataset).

Each line ends with the Mulliken charge.
Positions of all 37 atoms, in Å:
Ir -1.708 0.777 -0.748  0.7919
O -3.294 2.013 2.460  -0.3404
S -2.017 1.451 1.973  1.3196
O -1.237 1.508 3.206  -0.4233
O -2.150 0.090 1.410  -0.6328
O -1.417 2.260 0.874  -0.6988
C 3.280 0.413 0.919  -0.7509
N 2.574 -0.958 0.790  0.0015
C 3.093 -1.641 -0.493  -0.7514
N 2.899 -0.800 -1.620  0.1246
C 3.581 0.482 -1.436  -0.8415
N 3.081 1.187 -0.255  0.1430
C 1.710 1.662 -0.417  -0.7532
P 0.576 0.233 -0.690  0.7160
C 1.081 -0.805 0.754  -0.8346
C 1.499 -0.651 -2.018  -0.7798
H 4.336 0.189 1.065  0.3549
H 2.870 0.901 1.803  0.4007
H 2.833 -1.529 1.598  0.3557
H 2.562 -2.587 -0.590  0.3813
H 4.154 -1.824 -0.325  0.3663
H 3.437 1.102 -2.318  0.3689
H 4.649 0.301 -1.311  0.3147
H 1.647 2.332 -1.276  0.4519
H 1.388 2.231 0.458  0.4254
H 0.633 -1.797 0.698  0.4309
H 0.754 -0.338 1.685  0.5253
H 1.443 -0.082 -2.947  0.4337
H 1.051 -1.629 -2.205  0.4354
C -5.715 -1.200 0.761  -0.9335
O -4.651 -0.477 0.060  -0.2065
C -4.930 0.128 -1.039  0.5606
S -6.446 0.101 -1.778  0.1480
S -3.741 1.052 -1.851  -0.2138
H -5.250 -1.575 1.664  0.2304
H -6.061 -2.019 0.132  0.4294
H -6.514 -0.500 1.003  0.4503

2S+1   6
Total charge   +2
Orbital gap (spin up / spin down)   8.99 / 6.31 eV
Expectation value of S²   8.777
Energy relative to the best compared isomer or geometry (same formula, charge and spin)   7.8 kJ/mol



# 6
# C8H16N2

A cluster of 2 separate species, C8H16N2 in total at a distorted geometry (wB97M-V/def2-TZVPD, the OMol25 dataset).

Each line ends with the Mulliken charge.
Positions of all 26 atoms, in Å:
C -1.406 1.241 -0.745  -0.2653
C -0.450 1.155 -1.963  -1.2315
C -0.574 1.313 0.497  0.5711
C -0.671 0.561 1.640  -0.7979
C 1.142 1.803 1.668  -0.2145
N 0.570 2.062 0.526  -0.5844
N 0.463 0.854 2.357  -0.0312
H -1.970 2.167 -0.884  0.2539
H -2.151 0.462 -0.887  0.2911
H -0.035 2.144 -2.170  0.3363
H -1.229 -0.330 1.869  0.4264
H 2.103 2.187 1.982  0.4153
H 0.643 0.593 3.316  0.1914
H -0.744 0.687 -2.903  0.4088
H 0.425 0.576 -1.712  0.2188
C 0.012 -2.911 -0.685  -0.2860
C -0.201 -2.571 -2.171  -0.9183
C 1.139 -2.107 -0.047  -0.9202
H -0.999 -2.906 -0.252  0.2759
H 0.145 -3.999 -0.605  0.3644
H -1.062 -3.100 -2.530  0.3757
H 1.446 -1.205 -0.565  0.2892
H 0.812 -1.791 0.938  0.1142
H 0.547 -2.933 -2.879  0.3259
H -0.319 -1.499 -2.268  0.0146
H 1.957 -2.793 0.155  0.3761

Structure (SMILES)   CCc1c[nH]cn1.CCC
Total charge   0
Orbital gap   9.53 eV
Energy relative to the best compared isomer or geometry (same formula, charge and spin)   84.4 kJ/mol



# 7
# C8H16N2

A cluster of 2 separate species, C8H16N2 in total at a distorted geometry (wB97M-V/def2-TZVPD, the OMol25 dataset).

Each line ends with the Mulliken charge.
Positions of all 26 atoms, in Å:
C -0.028 -0.255 2.882  -1.3039
C 0.322 -2.927 0.587  -0.2955
C -0.264 -1.395 1.957  0.8870
C -1.413 -1.936 1.472  -0.8188
N 0.819 -2.032 1.380  -0.4935
N -1.042 -2.891 0.552  -0.0558
H 0.860 -3.602 -0.056  0.3988
H -1.645 -3.641 0.258  0.2310
H -2.431 -1.629 1.654  0.4071
H -0.029 -0.534 3.944  0.3424
H -0.711 0.575 2.752  0.3212
H 1.007 0.059 2.765  0.3952
C -0.071 1.555 -1.361  0.9272
C -0.070 0.105 -1.861  -1.1804
C 0.746 1.667 -0.080  -1.0997
C 0.462 2.512 -2.426  -1.4695
H -1.111 1.754 -1.113  0.1704
H -0.356 -0.560 -1.047  0.0821
H 0.904 -0.206 -2.252  0.3619
H 1.819 1.796 -0.276  0.3597
H 0.488 2.570 0.494  0.3723
H 0.706 0.794 0.569  -0.0239
H 1.206 1.999 -3.031  0.3501
H -0.317 2.853 -3.111  0.3637
H 0.936 3.375 -1.960  0.3764
H -0.786 -0.003 -2.691  0.3946

Structure (SMILES)   Cc1c[nH]cn1.CC(C)C
Total charge   0
Orbital gap   9.60 eV
Energy relative to the best compared isomer or geometry (same formula, charge and spin)   23.0 kJ/mol



# 8
# C8H16N2

A cluster of 2 separate species, C8H16N2 in total at a distorted geometry (wB97M-V/def2-TZVPD, the OMol25 dataset).

Each line ends with the Mulliken charge.
Positions of all 26 atoms, in Å:
C -2.314 -1.828 -1.727  -0.9866
C -2.335 -2.994 1.707  -0.2791
C -2.398 -2.028 -0.263  0.5814
C -2.119 -1.019 0.676  -0.4616
N -2.527 -3.211 0.389  -0.6684
N -2.110 -1.634 1.908  -0.0732
H -2.219 -3.711 2.494  0.3899
H -1.745 -1.208 2.721  0.2164
H -2.095 0.063 0.645  0.4711
H -1.676 -0.968 -1.983  0.2283
H -3.318 -1.392 -1.858  0.2847
H -2.092 -2.706 -2.388  0.2969
C 1.752 1.633 -0.550  0.6938
C 0.555 1.098 0.165  -1.4558
C 2.229 3.167 -0.232  -1.2577
C 2.993 0.762 -0.343  -1.4457
H 1.509 1.426 -1.596  0.2016
H -0.461 1.381 -0.202  0.3554
H 0.647 1.197 1.285  0.2556
H 2.826 2.950 0.775  0.2880
H 2.818 3.506 -0.982  0.3741
H 1.300 3.741 -0.064  0.3513
H 3.483 0.082 -1.036  0.3492
H 3.922 1.322 -0.083  0.3496
H 2.898 0.319 0.592  0.4175
H 0.477 0.052 -0.051  0.5236

Structure (SMILES)   Cc1c[nH]cn1.CC(C)C
Total charge   0
Orbital gap   9.10 eV
Energy relative to the best compared isomer or geometry (same formula, charge and spin)   199.0 kJ/mol



# 9
# C8H16N2

An isolated molecule of C8H16N2 at a distorted geometry (wB97M-V/def2-TZVPD, the OMol25 dataset).

Each line ends with the Mulliken charge.
Positions of all 26 atoms, in Å:
C -1.142 0.608 1.233  0.4415
C -1.125 1.020 0.004  0.5171
C 0.161 0.194 1.957  -0.7191
C -2.428 0.288 2.133  -1.2998
C -1.967 1.318 -1.150  -1.5980
C 2.504 -1.351 -0.539  -1.4047
C 1.032 -0.424 -2.307  -1.3492
C 1.181 -0.587 -0.737  0.6688
N 1.274 0.702 1.236  0.0650
N 1.290 0.709 -0.137  -0.7113
H 0.205 0.581 3.131  0.3685
H 0.270 -0.875 2.083  0.2629
H -3.066 -0.186 1.339  0.3556
H -2.750 1.122 2.698  0.3116
H -2.136 -0.507 2.892  0.3209
H -2.900 1.811 -0.902  0.4584
H -2.188 0.426 -1.669  0.3228
H -1.470 2.015 -1.746  0.3765
H 3.277 -0.972 -1.144  0.3721
H 2.806 -1.255 0.557  0.3261
H 2.440 -2.405 -0.538  0.3797
H 1.934 0.027 -2.701  0.3435
H 0.250 0.237 -2.450  0.3530
H 0.943 -1.473 -2.815  0.3012
H 0.347 -1.213 -0.515  0.2727
H 1.840 1.489 1.583  0.2642

Total charge   0
Orbital gap (spin up / spin down)   8.51 / 8.30 eV
Energy relative to the best compared isomer or geometry (same formula, charge and spin)   568.9 kJ/mol



# 10
# C8H16N2O

An isolated molecule of C8H16N2O at a distorted geometry (wB97M-V/def2-TZVPD, the OMol25 dataset).

Each line ends with the Mulliken charge.
Positions of all 27 atoms, in Å:
C 0.752 0.763 -0.425  -0.4700
C 0.626 -0.056 0.824  1.8458
C -1.267 -0.370 -0.480  1.1008
C 1.974 1.454 -1.005  -1.1898
C 1.640 -1.158 0.970  -2.0523
C 0.914 0.829 2.056  -1.7461
C -2.656 0.332 -0.392  -1.4369
C -1.340 -1.569 -1.384  -1.4320
N -0.679 -0.659 0.778  -0.3490
N -0.395 0.533 -1.211  0.4217
O -0.645 1.114 -2.310  -0.5763
H 1.971 2.577 -0.846  0.2362
H 1.838 1.350 -2.163  0.3525
H 2.883 0.926 -0.705  0.3553
H 1.448 -1.631 1.969  0.3937
H 2.672 -0.869 0.861  0.3548
H 1.587 -1.886 0.334  0.6114
H 0.960 0.135 2.897  0.4220
H 0.363 1.728 2.280  0.3868
H 1.908 1.135 2.031  0.4712
H -3.011 0.518 0.616  0.3771
H -3.524 -0.189 -0.884  0.2858
H -2.426 1.346 -0.791  0.3451
H -0.542 -2.308 -1.134  0.3074
H -1.443 -1.288 -2.423  0.3342
H -2.317 -2.120 -1.045  0.3311
H -1.293 -0.639 1.581  0.3194

2S+1   3
Total charge   0
Orbital gap (spin up / spin down)   6.69 / 8.06 eV
Expectation value of S²   2.008
Energy relative to the best compared isomer or geometry (same formula, charge and spin)   0.0 kJ/mol



# 11
# C8H16N2O3

An isolated molecule of C8H16N2O3 at a distorted geometry (wB97M-V/def2-TZVPD, the OMol25 dataset).

Each line ends with the Mulliken charge.
Positions of all 29 atoms, in Å:
C 3.091 -1.202 -0.136  -0.3823
C 1.733 -0.734 -0.566  0.4259
C 0.033 1.113 -0.639  -0.3008
C 0.391 2.512 -0.279  0.1701
C -1.345 0.912 0.177  -1.0822
C -1.847 -0.640 0.188  0.6740
C -3.034 -1.001 1.189  -1.0669
C -1.864 -1.533 -1.093  -1.0953
H 4.832 -0.043 0.587  0.2814
H 4.050 -0.954 1.812  0.2688
H 3.623 -1.232 -1.107  0.2986
H 2.814 -2.191 0.152  0.2867
H 1.387 0.722 0.907  0.3586
H 0.061 0.926 -1.724  0.7153
H -0.857 1.101 1.125  0.4082
H -2.068 1.741 -0.077  0.4274
H -0.976 -1.067 1.002  0.0423
H -3.722 -2.004 1.115  0.2921
H -2.850 -0.793 2.429  0.2503
H -3.886 -0.228 0.853  0.2878
H -3.095 -1.381 -1.437  0.2930
H -2.101 -2.638 -1.102  0.3679
H -0.978 -0.925 -1.746  0.1921
H -0.025 4.227 -0.753  0.3291
N 3.724 -0.441 0.945  -0.6432
N 1.136 0.338 -0.023  -0.1538
O 1.199 -1.028 -1.564  -0.6234
O 0.910 2.991 0.857  -0.5997
O -0.334 3.453 -1.094  -0.4218

Structure (SMILES)   CC(C)C[C@H](NC(=O)CN)C(=O)O
Total charge   0
Orbital gap   9.88 eV
Energy relative to the best compared isomer or geometry (same formula, charge and spin)   690.0 kJ/mol



# 12
# C8H16N2PSTm

A structure of composition C8H16N2PSTm at a distorted geometry (wB97M-V/def2-TZVPD, the OMol25 dataset).

Each line ends with the Mulliken charge.
Positions of all 29 atoms, in Å:
C -3.122 1.348 0.097  -0.3447
C -3.191 1.038 -1.380  -0.7479
C -3.461 -0.377 -1.541  -0.2406
C -3.801 -0.979 -0.331  -0.6652
C -3.534 0.057 0.807  -0.5426
Tm -0.531 0.236 0.970  0.6981
P -0.404 2.430 1.998  -0.1075
H -3.352 2.375 0.519  0.3961
H -2.948 1.759 -2.143  0.4291
H -3.209 -0.907 -2.448  0.3813
H -4.042 0.018 1.812  0.3431
H -4.031 -2.005 -0.106  0.4268
H -0.979 2.307 3.360  0.1146
H -0.777 3.782 1.607  0.1287
H 1.033 2.522 2.308  0.0845
C 2.951 -2.443 -1.187  -0.9342
N 1.697 -1.834 -0.717  -0.2349
C 1.484 -0.494 -0.657  -0.0877
S 0.213 0.293 -1.586  -0.3553
N 2.255 0.321 0.103  -0.0879
C 3.470 -0.094 0.779  -1.0654
H 3.781 -1.695 -1.201  0.2821
H 2.818 -2.830 -2.222  0.3082
H 3.225 -3.270 -0.550  0.3033
H 0.895 -2.351 -1.109  0.2805
H 2.211 1.347 -0.151  0.2624
H 4.371 0.069 0.162  0.2941
H 3.574 0.523 1.705  0.2851
H 3.406 -1.145 1.102  0.3962

2S+1   3
Total charge   0
Orbital gap (spin up / spin down)   4.52 / 5.80 eV
Expectation value of S²   2.032



no.,total energy (Ha)
1,-10941.95125
2,-1840.95297
3,-993.36115
4,-598.71287
5,-2494.38198
6,-423.90748
7,-423.93085
8,-423.86381
9,-423.72293
10,-498.97024
11,-649.45610
12,-2248.42125